A structure of composition C35H44GeN4ReS2. Source: OMol25; level of theory: wB97M-V/def2-TZVPD.

Lowest unoccupied orbital energy   -9.22 eV
Charge   +3
E_HOMO   -15.7765 eV
ΔE to the lowest compared entry with this formula, charge and spin   59.9 kcal per mole
HOMO-LUMO gap   0.2409 Eh

```
87
Properties=species:S:1:pos:R:3:forces:R:3
Re -0.54208 -0.51081 -0.10339 1.225 0.202 -0.285
C 0.29619 2.07163 0.80871 -0.020 0.013 -0.131
C 1.48890 1.85434 -0.10772 -0.200 -0.171 -0.171
C 2.08889 0.66339 0.18422 -0.141 -0.133 -0.189
C 1.39885 0.06341 1.32179 -0.243 -0.403 0.053
C 0.21130 0.75451 1.59953 -0.252 0.040 0.447
C -0.45846 0.68185 2.94900 0.020 0.045 -0.029
C 2.01940 -0.98270 2.16933 0.116 0.098 0.043
C 3.36628 0.18181 -0.41828 -0.036 0.004 -0.001
C 1.97503 2.85058 -1.09678 0.016 -0.001 0.002
C 0.37096 3.32222 1.67063 0.070 -0.048 0.032
H -1.47802 1.05941 2.93628 -0.044 0.034 -0.030
H 0.09082 1.26977 3.68844 0.025 -0.014 0.014
H -0.49660 -0.34706 3.30004 0.006 -0.001 -0.001
H 2.76855 -0.49329 2.80162 -0.017 0.010 0.039
H 2.54854 -1.71653 1.56940 0.049 -0.060 -0.007
H 1.30609 -1.49146 2.81121 -0.010 -0.019 0.002
H 4.17958 0.85868 -0.14595 0.009 0.003 0.033
H 3.30574 0.17314 -1.50637 0.005 0.017 -0.007
H 3.62894 -0.81984 -0.09066 -0.002 -0.005 -0.014
H 2.96782 3.19807 -0.79512 0.002 0.000 0.012
H 1.32472 3.71790 -1.18070 -0.004 0.002 -0.002
H 2.09283 2.40351 -2.08546 0.002 -0.009 -0.004
H 1.23849 3.25027 2.32886 -0.008 -0.005 0.022
H -0.51642 3.42544 2.29649 0.011 -0.006 -0.025
H 0.48528 4.21396 1.05593 -0.005 0.011 -0.013
C -4.60793 -4.52325 -1.18780 -0.005 -0.036 -0.007
N -4.04183 -3.17373 -1.23639 0.066 0.061 0.095
C -3.16967 -2.71784 -0.37017 -0.095 -0.053 -0.082
N -2.68185 -3.47103 0.58973 -0.123 -0.091 -0.109
S -2.77000 -1.00031 -0.46123 0.003 0.165 -0.006
H -5.23618 -4.66041 -2.06226 -0.005 0.011 0.012
H -5.21388 -4.64391 -0.28927 0.009 -0.001 0.006
H -3.81246 -5.26836 -1.21734 0.002 0.013 -0.014
H -4.37112 -2.53911 -1.94691 0.013 0.032 -0.049
H -2.78420 -4.47900 0.56679 0.005 0.015 0.008
H -1.99172 -3.08374 1.20740 0.150 0.092 0.131
S -1.00521 2.22154 -0.52959 -0.509 -0.055 0.010
C -2.47760 2.85746 0.27316 0.018 0.112 0.069
N -2.84645 4.06321 -0.08848 0.075 0.005 0.005
C -4.08880 4.71126 0.37984 -0.055 -0.017 0.043
C -5.07296 3.64168 0.82086 0.001 0.011 0.003
C -4.39802 2.67063 1.77611 -0.043 0.055 -0.002
N -3.16479 2.15700 1.14572 0.039 -0.058 -0.017
H -2.25579 4.56284 -0.73821 0.012 0.000 -0.017
H -4.47922 5.30302 -0.44516 -0.001 -0.010 -0.004
H -3.83666 5.38928 1.19632 0.015 -0.005 -0.005
H -5.45570 3.10390 -0.04768 -0.006 -0.007 -0.004
H -5.91968 4.11235 1.31705 0.001 0.002 -0.009
H -5.03195 1.81456 1.99554 0.002 0.009 -0.008
H -4.13583 3.15323 2.71919 0.007 -0.010 -0.010
H -2.90327 1.19408 1.29714 0.040 -0.030 -0.013
C 0.14661 -2.09218 0.02184 -0.131 0.253 0.296
Ge 1.04638 -3.92495 0.12064 -0.162 -0.050 0.011
C 2.63805 -3.72588 -0.93785 0.038 -0.025 -0.060
C 3.65948 -4.67217 -0.80862 -0.025 0.106 -0.032
C 4.77579 -4.60787 -1.62918 -0.016 -0.044 0.036
C 4.87348 -3.61377 -2.59236 0.050 -0.009 -0.032
C 3.85453 -2.68568 -2.74319 -0.065 0.048 -0.009
C 2.73827 -2.73998 -1.91955 0.062 -0.102 -0.016
C -0.28068 -5.08043 -0.70228 0.084 0.063 -0.141
C -0.61047 -4.85761 -2.04268 0.010 -0.002 0.086
C -1.44125 -5.74134 -2.71634 -0.018 0.024 0.004
C -1.95398 -6.85103 -2.05386 -0.002 -0.021 -0.069
C -1.63926 -7.07576 -0.72175 0.032 -0.034 0.070
C -0.79600 -6.19818 -0.04802 0.016 0.006 0.029
C 1.29883 -4.25864 2.00757 -0.024 0.047 0.033
C 0.19354 -4.42750 2.84575 0.139 0.009 0.011
C 0.36013 -4.61460 4.21065 -0.089 0.004 -0.063
C 1.63766 -4.64268 4.75073 0.016 -0.008 0.056
C 2.74443 -4.48630 3.92985 0.041 0.004 -0.038
C 2.57768 -4.28897 2.56568 -0.082 -0.015 0.006
H 3.58280 -5.47222 -0.08196 0.017 -0.011 0.028
H 5.56314 -5.34184 -1.52523 0.008 -0.005 -0.002
H 5.73991 -3.57395 -3.23868 0.006 0.005 0.003
H 3.92490 -1.92900 -3.51388 0.003 0.006 -0.013
H 1.93615 -2.02234 -2.06108 -0.014 0.027 0.006
H -0.17938 -4.01528 -2.57635 -0.024 -0.027 -0.019
H -1.66642 -5.58512 -3.76273 0.000 0.007 -0.029
H -2.57708 -7.55672 -2.58694 -0.022 -0.011 -0.007
H -2.01666 -7.95439 -0.21642 -0.007 -0.027 0.011
H -0.50915 -6.41480 0.97467 -0.018 -0.013 0.015
H -0.80854 -4.44706 2.43290 -0.065 -0.012 0.013
H -0.50128 -4.75662 4.84897 -0.016 -0.004 0.016
H 1.77035 -4.80026 5.81234 0.004 -0.004 0.012
H 3.73923 -4.52522 4.35241 0.018 0.002 -0.004
H 3.45071 -4.16132 1.93818 0.046 0.002 -0.020
```
Positions in Å, forces in eV/Å.